Record 1
# C17H32IN2O9P2S

A cluster of 4 separate species, C17H32IN2O9P2S in total in a non-equilibrium geometry (the ωB97M-V functional and the def2-TZVPD basis, OMol25).

total charge = +1
energy above the lowest of the compared OMol25 structures with the same formula, charge and spin = 0.000 eV
lowest unoccupied orbital energy = -2.89 eV
HOMO level = -11.273 eV
orbital gap = 8.378 eV

```
64
Properties=species:S:1:pos:R:3:forces:R:3
C -2.071005 2.181867 0.302563 -0.1 -0.6 0.5
C -2.919357 1.213595 -0.535135 0.2 -0.1 0.1
P -2.002469 0.339600 -1.862691 0.0 0.6 -1.1
C -3.358129 -0.626362 -2.691886 0.3 0.1 1.1
C -0.790976 -0.905424 -1.054993 -0.8 0.2 0.0
P -1.139395 -2.532033 -1.860604 1.5 -1.4 0.5
N -0.099962 -3.686713 -1.580857 -0.2 0.8 0.0
C -1.052792 -1.087525 0.451024 0.2 -0.1 0.4
C 0.154904 -1.544992 1.280812 -0.3 0.1 -0.5
C 1.267592 -0.557888 0.984157 -0.5 -1.0 0.8
I 2.890763 -0.710179 2.352486 -0.1 0.3 -0.2
N 1.695695 -0.845283 -0.407912 0.9 0.3 0.2
C 0.672697 -0.479195 -1.425923 -1.1 -0.1 -1.1
S 0.977563 1.279935 -1.836018 0.5 0.5 0.8
H -2.130654 1.860270 1.335121 0.1 0.0 0.4
H -1.019186 2.187243 0.046455 0.2 0.2 -0.3
H -2.479044 3.178578 0.292407 0.0 0.4 -0.2
H -3.485241 0.544357 0.101296 -0.1 -0.3 0.2
H -3.671434 1.797763 -1.049333 -0.2 0.0 -0.4
H -3.027680 -1.050538 -3.623934 0.0 -0.1 -0.3
H -4.138056 0.097828 -2.875836 -0.1 0.3 -0.2
H -3.793068 -1.374377 -2.042613 -0.2 -0.3 0.0
H -1.208550 -2.313129 -3.251431 -0.5 0.3 0.1
H -2.403771 -2.941647 -1.397402 -0.2 0.5 -0.4
H 0.660515 -3.376380 -0.997184 0.3 -0.5 0.2
H -1.372675 -0.166011 0.919969 -0.2 0.4 -0.2
H -1.881335 -1.771844 0.581699 -0.2 -0.3 0.1
H -0.094591 -1.534058 2.329876 -0.1 0.1 0.3
H 0.454517 -2.554224 1.041789 0.3 -0.4 -0.1
H 0.808231 0.419406 1.027149 0.5 0.6 -0.1
H 2.026571 -1.827572 -0.451501 -0.3 0.0 0.0
H 2.521723 -0.274132 -0.609156 0.1 0.0 -0.1
H 0.928030 -1.018465 -2.325955 0.3 -0.2 -0.2
H 0.722895 1.334664 -3.148616 -0.1 -0.4 0.0
C 4.357696 -6.162989 -1.060570 0.2 -0.2 -0.1
C 4.526402 -6.600672 0.376272 0.1 -0.3 0.0
O 4.259972 -5.380151 1.090339 0.0 -0.1 0.0
C 3.505772 -4.604486 0.308809 -0.1 0.4 0.4
O 2.978512 -3.588109 0.694085 -0.1 -0.1 -0.5
O 3.418348 -5.082643 -0.931716 -0.1 0.1 -0.2
H 3.963203 -6.942188 -1.705024 -0.2 0.1 0.0
H 5.280395 -5.775389 -1.493509 0.0 0.1 0.0
H 3.794448 -7.349551 0.678479 -0.1 0.1 0.0
H 5.523074 -6.968829 0.598354 0.0 0.2 0.1
C -4.623318 1.838845 3.856796 0.0 -0.1 0.1
C -5.336486 2.930355 4.626474 -0.1 -0.1 0.2
O -4.912169 4.113842 3.939595 0.0 -0.2 0.0
C -4.554226 3.768460 2.684551 -0.1 0.1 0.1
O -4.313854 4.530887 1.810605 0.1 0.1 -0.2
O -4.502443 2.416966 2.550692 0.0 -0.1 0.2
H -5.183400 0.908461 3.815628 0.0 0.0 -0.2
H -3.623800 1.636973 4.247772 0.0 0.1 0.0
H -6.422169 2.851888 4.556726 0.0 0.0 -0.1
H -5.050622 2.970687 5.673573 0.1 0.2 0.0
C 3.359309 4.291078 -0.562850 -0.1 -0.1 0.1
C 2.809387 4.317885 -1.972881 -0.2 -0.1 -0.1
O 3.432764 5.473787 -2.526696 0.0 -0.1 0.2
C 4.574852 5.713767 -1.825467 0.0 0.0 0.0
O 5.402591 6.494578 -2.135151 0.2 0.2 -0.1
O 4.628562 4.923495 -0.718171 -0.2 -0.1 -0.1
H 3.476794 3.283469 -0.169473 0.2 0.0 0.0
H 2.754697 4.876030 0.133045 0.0 0.0 0.0
H 3.107562 3.441827 -2.554785 0.1 0.0 0.0
H 1.725822 4.414594 -2.003325 0.0 0.2 -0.1
```
Positions in Å, forces in eV/Å.

Record 2
# C17H33BN7OP

A cluster of 7 separate species, C17H33BN7OP in total in a non-equilibrium geometry (the ωB97M-V functional and the def2-TZVPD basis, OMol25).

lowest unoccupied orbital energy = 0.13 eV
structure (SMILES) = CP(C)BC[C@H](O)CN.CC#N.CC#N.CC#N.CC#N.CC#N.CC#N
HOMO level = -7.448 eV
orbital gap = 7.582 eV

```
60
Properties=species:S:1:pos:R:3:forces:R:3
C 3.354663 -3.091340 -0.986636 0.1 -0.3 -1.2
P 2.635040 -3.023526 -2.763486 -0.4 1.0 -0.1
C 3.948666 -2.248989 -3.872682 0.9 0.4 0.2
B 2.242430 -4.837709 -3.250459 -1.1 -0.7 0.2
C 0.685118 -5.335310 -3.167007 0.5 -0.4 1.2
C -0.138188 -4.566505 -2.054769 -0.4 0.6 0.1
O -1.151468 -5.427333 -1.435541 0.9 0.4 0.0
C -0.840782 -3.225423 -2.537616 0.9 0.8 0.2
N -0.956795 -3.080942 -4.011092 0.0 -0.1 0.2
H 3.241246 -2.054701 -0.568507 0.2 -1.2 -0.2
H 4.428979 -3.421713 -1.105240 -1.2 0.4 0.6
H 2.735166 -3.859618 -0.439171 0.9 0.9 -0.3
H 4.942784 -2.792736 -3.885625 -1.1 0.6 -0.2
H 3.559902 -2.064585 -4.923875 0.4 -0.5 1.3
H 4.148153 -1.208612 -3.448563 -0.3 -1.3 -0.4
H 3.022239 -5.665441 -3.582531 0.3 0.0 -0.5
H 0.219667 -5.319387 -4.195213 0.3 0.1 1.0
H 0.703958 -6.431409 -2.847768 -0.1 1.3 -0.5
H 0.550891 -4.270946 -1.193662 -0.6 -0.3 -1.2
H -1.164263 -5.135115 -0.507724 -0.2 -0.3 -0.5
H -1.865257 -3.139761 -2.075556 1.0 -0.3 -0.5
H -0.203870 -2.367138 -2.157385 -0.7 -0.9 0.0
H -0.023963 -3.035083 -4.442856 -0.5 0.1 0.4
H -1.421262 -2.193637 -4.215562 0.2 -0.4 0.0
C -0.322655 0.947981 -3.266603 0.5 -0.4 0.4
C 0.694729 0.239700 -2.439639 0.5 -0.3 0.4
N 1.486280 -0.312185 -1.794116 -1.2 1.0 -0.8
H -0.671703 1.837294 -2.741222 0.1 -0.1 0.0
H 0.116874 1.245143 -4.219036 0.0 0.0 0.1
H -1.170417 0.288786 -3.454697 0.1 0.0 0.0
C 4.403082 0.936260 -0.181321 0.7 -0.4 0.4
C 5.420045 0.227834 0.648371 0.5 -0.3 0.4
N 6.212103 -0.324262 1.295312 -1.2 0.8 -0.9
H 4.052914 1.825047 0.340235 0.0 -0.1 0.0
H 4.843644 1.232830 -1.134103 0.0 -0.1 0.1
H 3.555012 0.278872 -0.370832 0.0 0.1 0.0
C 0.012790 0.391884 2.304490 0.5 0.4 -0.5
C 0.950957 1.187989 1.464060 0.5 0.3 -0.4
N 1.680594 1.808605 0.807122 -1.3 -0.8 1.1
H 0.521919 0.051076 3.206469 0.0 0.1 -0.1
H -0.842678 1.007290 2.587113 0.2 -0.1 -0.1
H -0.340225 -0.475194 1.745342 0.1 0.1 0.0
C -1.913886 4.348257 3.082827 -0.2 -1.0 0.0
C -2.382383 2.951091 3.307213 -0.5 -1.3 0.2
N -2.744812 1.854033 3.487836 0.7 2.4 -0.3
H -2.760919 5.030965 3.109991 0.1 -0.1 0.0
H -1.204785 4.629865 3.858908 -0.1 -0.1 -0.1
H -1.426744 4.422956 2.110017 -0.1 -0.1 0.0
C -6.266246 1.863965 2.037638 0.5 0.4 -0.4
C -5.312430 2.647556 1.203363 0.9 0.8 -0.8
N -4.567514 3.261686 0.545937 -1.5 -1.3 1.4
H -5.766605 1.521261 2.944435 0.1 0.0 -0.1
H -7.116965 2.488176 2.311859 0.1 0.0 -0.1
H -6.623390 0.999502 1.477754 0.1 0.1 0.0
C -2.649710 6.487089 7.050574 0.2 0.1 -0.7
C -2.291804 6.713155 5.621069 0.2 0.2 -0.7
N -2.012786 6.889184 4.507262 -0.4 0.0 1.8
H -3.003779 7.417664 7.494389 0.0 0.0 -0.1
H -3.436780 5.735993 7.120357 0.1 0.0 -0.1
H -1.774762 6.139583 7.600141 0.0 0.0 -0.1
```
Positions in Å, forces in eV/Å.

Record 3
# C17H33Cl30N3O9P2Si2

A structure of composition C17H33Cl30N3O9P2Si2 in a non-equilibrium geometry (the ωB97M-V functional and the def2-TZVPD basis, OMol25).

lowest unoccupied orbital energy = -0.09 eV
HOMO level = -9.055 eV
orbital gap = 8.962 eV

```
96
Properties=species:S:1:pos:R:3:forces:R:3
N -0.286024 3.910832 2.619249 0.1 0.0 0.2
C -0.849505 3.483515 3.904318 -0.1 0.2 0.0
N -1.864667 4.482579 4.261696 -0.1 0.0 -0.1
N 0.216732 3.451179 4.900541 0.1 -0.3 0.0
C -1.557735 2.105093 3.872217 0.3 -0.2 0.4
Si -0.871917 0.778421 2.755528 0.0 0.5 0.0
C -1.546085 1.020189 1.025682 -0.1 0.2 -0.1
C -3.044035 1.404810 0.943418 0.0 -0.1 -0.1
C -3.314418 2.899892 0.765148 -0.4 0.0 0.1
C -2.689645 3.557169 -0.444004 -0.5 -1.2 0.1
O -2.454508 4.713841 -0.540003 0.6 1.3 0.1
O -2.459569 2.685328 -1.454854 0.5 -0.7 0.1
O -1.274972 -0.687365 3.419408 0.0 -0.2 -0.7
Si -1.367866 -2.157679 2.676299 0.0 -0.1 0.3
C -3.010798 -2.323649 1.739339 0.0 0.1 0.2
O -2.852639 -3.022947 0.497264 -0.2 0.6 -0.2
O -2.946612 -2.057997 -0.565570 0.1 0.0 0.4
P 0.346955 -2.668010 1.242547 0.2 -0.1 0.4
O 1.668414 -2.764633 1.872528 -0.1 0.1 -0.3
O -0.136708 -4.041636 0.565629 0.0 0.0 -0.1
O 0.266324 -1.607260 0.013428 0.0 0.0 -0.1
P 1.422178 0.734168 2.775912 0.0 -0.6 0.8
O 1.859004 -0.288449 3.772090 0.0 0.1 -0.1
H 0.649507 3.562657 2.464732 -0.1 -0.2 -0.1
H -0.884512 3.724051 1.826374 0.1 0.0 0.0
H -1.730522 5.335749 3.730457 0.2 -0.1 0.2
H -1.786036 4.692056 5.249504 0.0 0.0 -0.1
H 0.389827 2.522747 5.264134 0.0 0.0 -0.1
H 1.091640 3.829149 4.558330 -0.1 0.2 0.1
H -1.548165 1.686921 4.888603 -0.2 0.1 -0.1
H -2.610287 2.258500 3.615144 0.1 0.0 0.0
H -1.356026 0.166620 0.374325 0.1 -0.1 0.1
H -0.928592 1.827578 0.600041 -0.1 -0.1 0.0
H -3.586572 1.093088 1.845428 0.1 0.0 -0.1
H -3.500278 0.853992 0.115767 0.0 0.1 0.0
H -4.399340 3.047039 0.665669 0.1 0.0 0.0
H -3.029521 3.494108 1.641132 0.0 -0.1 -0.1
H -1.639834 2.932409 -1.907420 -0.4 0.3 -0.3
H -1.275311 -3.203251 3.706276 0.0 0.0 0.0
H -3.487397 -1.359117 1.548085 0.1 0.0 0.0
H -3.715855 -2.904481 2.347053 0.0 0.0 -0.1
H -2.019344 -1.949475 -0.836077 0.0 0.0 0.0
H -0.206133 -4.005594 -0.396899 0.0 -0.1 0.0
H 1.160743 -1.436374 -0.329958 -0.1 0.0 0.0
H 1.904945 2.018356 3.101670 0.0 0.1 -0.3
H 1.891679 0.578441 1.453644 0.0 0.1 0.0
C 4.182085 2.385698 -0.339927 0.0 -0.1 0.0
Cl 3.009421 3.231161 0.686906 0.0 0.0 -0.1
Cl 5.752936 2.314204 0.433525 0.0 0.0 0.0
Cl 3.625461 0.768925 -0.798020 0.0 0.0 0.0
H 4.270924 2.955879 -1.252912 0.0 0.0 0.1
C -3.593058 -0.750070 -4.016461 0.0 -0.1 0.1
Cl -4.921251 -0.057890 -3.098515 0.0 0.0 0.0
Cl -2.062779 -0.604861 -3.132957 0.1 0.2 -0.1
Cl -3.893446 -2.442284 -4.401853 -0.1 0.1 -0.2
H -3.496068 -0.204155 -4.945446 0.0 0.0 0.0
C 5.019753 6.038614 -2.799665 0.0 0.0 0.1
Cl 3.843934 6.949172 -1.860964 0.0 0.0 0.0
Cl 6.568876 5.950714 -1.963775 0.0 0.0 0.0
Cl 4.419492 4.415889 -3.165595 -0.2 0.2 -0.2
H 5.165325 6.547664 -3.742622 0.0 0.0 0.0
C 2.391005 -2.538466 -3.366640 0.0 0.0 0.0
Cl 2.600237 -3.235154 -1.756642 0.0 0.0 0.0
Cl 1.479983 -1.024740 -3.270267 0.0 0.0 0.0
Cl 3.943607 -2.276121 -4.145683 0.0 0.0 0.0
H 1.820454 -3.238510 -3.962908 0.0 0.0 0.0
C -3.359209 -5.635073 -0.593486 0.0 -0.1 0.1
Cl -2.123520 -6.847525 -0.926187 0.1 0.0 -0.1
Cl -3.653959 -4.620529 -1.999932 0.0 -0.3 -0.1
Cl -4.856372 -6.391559 -0.033834 0.0 0.0 0.0
H -2.994186 -4.988708 0.194782 -0.1 -0.2 -0.1
C 7.118904 1.155587 -4.309480 0.0 0.0 0.0
Cl 7.287410 2.671239 -3.429852 0.2 -0.1 0.0
Cl 6.863155 -0.186390 -3.195724 0.0 0.0 0.0
Cl 5.799392 1.256597 -5.480699 0.0 0.0 0.0
H 8.035276 0.972379 -4.854600 0.0 0.0 0.0
C -2.498697 -11.130899 0.160004 0.0 0.0 0.0
Cl -2.126165 -11.453467 1.855277 0.0 0.0 0.0
Cl -3.695381 -9.853369 0.004359 0.0 -0.1 0.0
Cl -1.030180 -10.735510 -0.737730 0.0 0.0 0.0
H -2.903099 -12.043962 -0.255244 0.0 0.1 0.0
C -1.113509 8.340945 2.192287 0.0 0.0 0.0
Cl -2.500887 9.064519 3.010210 0.0 0.0 0.0
Cl 0.287776 8.293265 3.269362 0.0 0.0 0.0
Cl -1.497815 6.737951 1.586627 -0.1 0.2 -0.2
H -0.860884 8.969766 1.348936 0.0 0.0 0.0
C 5.204664 9.363191 -5.464363 0.0 0.0 0.0
Cl 4.002813 10.220218 -4.508675 0.0 0.0 0.0
Cl 6.716515 9.188328 -4.574849 0.0 0.0 0.0
Cl 4.599745 7.776593 -5.958933 -0.1 0.0 -0.1
H 5.399370 9.936403 -6.361077 0.0 0.0 0.0
C -1.698995 -15.457455 0.811019 0.0 0.1 0.0
Cl -0.839505 -16.330239 -0.452547 0.0 0.0 0.0
Cl -3.043482 -14.530934 0.131662 -0.1 -0.2 0.0
Cl -2.268967 -16.548789 2.067806 0.0 0.0 0.0
H -1.013617 -14.750804 1.261475 0.0 0.0 0.0
```
Positions in Å, forces in eV/Å.